Entry 1:
# C3H13NO3

A 4-piece molecular cluster, C3H13NO3 overall at a distorted geometry (the ωB97M-V functional and the def2-TZVPD basis, the Open Molecules 2025 dataset).

XYZ file:
```
20
Properties=species:S:1:pos:R:3
N 2.9805 1.7635 -2.1856
C 2.7246 0.3941 -1.7537
C 2.6023 -0.8963 0.3507
C 3.1918 0.0664 -0.3417
H 2.5447 2.4556 -1.5714
H 3.9424 2.0744 -2.1767
H 1.6559 0.2421 -1.7904
H 3.1888 -0.2147 -2.5303
H 2.9236 -1.4339 1.2326
H 1.8082 -1.4634 -0.1327
H 3.6530 0.9367 0.1039
H -5.3351 0.2363 1.2193
H -6.6977 0.7649 1.5768
O -5.9691 0.9162 0.9581
H -3.0516 -0.9505 -0.0519
H -2.8660 0.4415 -0.2614
O -3.2535 -0.1278 0.4234
H -0.6855 -1.4432 2.0129
H -2.0835 -1.6377 2.5584
O -1.2739 -2.1242 2.3596
```

The value obtained for the HOMO-LUMO gap is 9.69 eV. Its structure (SMILES) is C=CCN.O.O.O. Its energy above the lowest of the compared OMol25 structures with the same formula, charge and spin is 44.2 kcal/mol. Its multiplicity is 1. As for the energy: -10952.853 eV.

How is the electron density shared among the atoms? According to Mulliken, the charges in e are: number 1, N, carries -0.641; number 2, C, carries -0.432; number 3, C, carries -0.795; number 4, C, carries -0.026; number 5, H, carries 0.229; number 6, H, carries 0.231; number 7, H, carries 0.337; number 8, H, carries 0.284; number 9, H, carries 0.307; number 10, H, carries 0.226; number 11, H, carries 0.282; number 12, H, carries 0.309; number 13, H, carries 0.312; number 14, O, carries -0.618; number 15, H, carries 0.330; number 16, H, carries 0.305; number 17, O, carries -0.634; number 18, H, carries 0.310; number 19, H, carries 0.324; number 20, O, carries -0.641

Entry 2:
# C3H9ClNO2PS2

C3H9ClNO2PS2 as an isolated structure at a distorted geometry (the ωB97M-V functional and the def2-TZVPD basis, the Open Molecules 2025 dataset).

XYZ file:
```
19
Properties=species:S:1:pos:R:3
C -1.3475 0.0824 0.6339
C -0.7483 1.2170 -0.2393
C 0.2706 0.5392 -1.1997
N 1.4427 -0.0151 -0.5581
O 3.2631 -1.8142 -0.5184
O 2.1189 -1.3460 1.4524
P 1.7525 -1.4941 -0.0697
S 0.4338 -2.8774 -0.5306
S 2.9067 1.5198 0.1348
Cl 4.3713 0.3447 0.7916
H -1.9784 -0.6886 0.1937
H -0.5321 -0.2397 1.2200
H -2.0053 0.5387 1.5016
H -0.0464 1.7905 0.3748
H -1.5564 1.7454 -0.8249
H -0.2345 -0.2626 -1.7170
H 0.4497 1.3767 -2.0525
H 3.1440 -2.3471 -1.2936
H 1.2278 -1.2614 1.9400
```

The value obtained for the HOMO-LUMO gap is 7.13 eV. Its energy above the lowest of the compared OMol25 structures with the same formula, charge and spin is 45.5 kcal/mol. Its multiplicity is 1. As for the energy: -52323.403 eV.

How is the electron density shared among the atoms? According to Mulliken, the charges in e are: number 1, C, carries -0.828; number 2, C, carries -0.126; number 3, C, carries -0.765; number 4, N, carries 0.048; number 5, O, carries -0.487; number 6, O, carries -0.482; number 7, P, carries 0.461; number 8, S, carries -0.356; number 9, S, carries 0.187; number 10, Cl, carries -0.057; number 11, H, carries 0.320; number 12, H, carries 0.016; number 13, H, carries 0.279; number 14, H, carries 0.148; number 15, H, carries 0.342; number 16, H, carries 0.405; number 17, H, carries 0.202; number 18, H, carries 0.331; number 19, H, carries 0.359

Entry 3:
# CH5NO

A 2-piece molecular cluster, CH5NO overall at a distorted geometry (the ωB97M-V functional and the def2-TZVPD basis, the Open Molecules 2025 dataset).

XYZ file:
```
8
Properties=species:S:1:pos:R:3
C -0.7295 -0.8055 -0.7522
N -1.2702 0.2918 -0.5946
H -1.1825 -1.5844 -1.3973
H 0.1835 -1.0930 -0.2709
H -0.8940 0.9882 0.1071
H 1.1763 0.4397 1.7174
H 1.6826 1.1840 0.4039
O 1.0338 0.5794 0.7867
```

The value obtained for the HOMO-LUMO gap (alpha / beta) is 11.91 / 7.98 eV. Its energy above the lowest of the compared OMol25 structures with the same formula, charge and spin is 16.9 kcal/mol. Its multiplicity is 2. As for the total charge: +1. As for the energy: -4645.224 eV.

How is the electron density shared among the atoms? According to Mulliken, the charges in e are: number 1, C, carries -0.105; number 2, N, carries -0.038; number 3, H, carries 0.311; number 4, H, carries 0.416; number 5, H, carries 0.398; number 6, H, carries 0.329; number 7, H, carries 0.330; number 8, O, carries -0.642

Entry 4:
# C3H6AuBF10NOP

C3H6AuBF10NOP as an isolated structure (the ωB97M-V functional and the def2-TZVPD basis, the Open Molecules 2025 dataset).

XYZ file:
```
24
Properties=species:S:1:pos:R:3
Au -0.2306 -0.3885 -0.3485
N -3.1977 0.0969 2.5366
C -2.1945 -0.2678 1.7680
O -1.8874 0.4448 0.7720
C -1.3972 -1.5035 2.0892
C -0.7379 -2.0643 0.8480
H -3.6930 0.9549 2.3396
H -3.4731 -0.4495 3.3363
H -2.0249 -2.2568 2.5736
H -0.6399 -1.2047 2.8199
H -1.4234 -2.5442 0.1409
H 0.1476 -2.6638 1.0252
F 2.7123 -0.5207 -3.5933
B 2.7896 -0.9663 -2.3591
F 1.6102 -1.2870 -1.7371
F 3.7979 -2.0039 -2.1202
F 3.6898 -0.2229 -1.4645
F 1.1026 1.0227 0.1932
P 0.8714 2.6162 -1.3916
F 0.1034 1.3357 -2.0761
F -0.4469 2.8428 -0.5690
F 1.6699 3.4732 -0.3693
F 0.6474 3.6112 -2.5327
F 2.2043 1.9452 -1.8809
```

The value obtained for the HOMO-LUMO gap (alpha / beta) is 10.45 / 6.97 eV. Its energy above the lowest of the compared OMol25 structures with the same formula, charge and spin is 0.0 kcal/mol. Its multiplicity is 4. As for the total charge: +1. As for the energy: -47574.628 eV.

How is the electron density shared among the atoms? According to Mulliken, the charges in e are: number 1, Au, carries 1.261; number 2, N, carries -0.356; number 3, C, carries 0.823; number 4, O, carries -0.615; number 5, C, carries -0.634; number 6, C, carries -0.871; number 7, H, carries 0.269; number 8, H, carries 0.218; number 9, H, carries 0.396; number 10, H, carries 0.321; number 11, H, carries 0.483; number 12, H, carries 0.451; number 13, F, carries -0.233; number 14, B, carries 0.513; number 15, F, carries -0.285; number 16, F, carries -0.038; number 17, F, carries -0.028; number 18, F, carries -0.615; number 19, P, carries 1.354; number 20, F, carries -0.392; number 21, F, carries -0.269; number 22, F, carries -0.277; number 23, F, carries -0.205; number 24, F, carries -0.272

Entry 5:
# C4H10N2O2

A 3-piece molecular cluster, C4H10N2O2 overall at a distorted geometry (the ωB97M-V functional and the def2-TZVPD basis, the Open Molecules 2025 dataset).

XYZ file:
```
18
Properties=species:S:1:pos:R:3
C -0.4331 -0.4447 2.6933
C -0.1204 0.2031 1.3280
C 1.0433 -0.1730 0.6908
N 0.9492 0.4349 -0.5831
C -0.3489 0.9470 -0.6253
N -0.9308 0.9523 0.5398
H 0.3854 -1.2361 3.0386
H -1.2101 -1.2667 2.6593
H -0.4905 0.3800 3.4471
H 1.9538 -0.7560 0.9347
H 1.6669 0.3155 -1.3324
H -0.5119 1.6067 -1.4733
H 2.0982 1.0281 -3.8034
H 0.5143 1.4114 -4.0278
O 1.2226 1.2206 -3.3731
H -2.3226 -2.5978 0.5769
H -1.3728 -1.5023 0.2850
O -1.4332 -2.5065 0.3077
```

The value obtained for the HOMO-LUMO gap is 8.84 eV. Its structure (SMILES) is Cc1c[nH]cn1.O.O. Its energy above the lowest of the compared OMol25 structures with the same formula, charge and spin is 58.2 kcal/mol. Its multiplicity is 1. As for the energy: -11384.380 eV.

How is the electron density shared among the atoms? According to Mulliken, the charges in e are: number 1, C, carries -0.855; number 2, C, carries 0.051; number 3, C, carries -0.183; number 4, N, carries -0.004; number 5, C, carries -0.125; number 6, N, carries -0.565; number 7, H, carries 0.247; number 8, H, carries 0.202; number 9, H, carries 0.295; number 10, H, carries 0.339; number 11, H, carries 0.250; number 12, H, carries 0.353; number 13, H, carries 0.295; number 14, H, carries 0.308; number 15, O, carries -0.604; number 16, H, carries 0.296; number 17, H, carries 0.356; number 18, O, carries -0.659

Entry 6:
# C4H6S2

An isolated molecule of C4H6S2 at a distorted geometry (the ωB97M-V functional and the def2-TZVPD basis, the Open Molecules 2025 dataset).

XYZ file:
```
12
Properties=species:S:1:pos:R:3
C 1.2722 -1.6324 -0.4892
C -0.0911 -1.0743 -0.7592
C -0.6077 0.0494 -0.2582
C -0.8949 2.3594 1.1370
H 1.8390 -1.7334 -1.4315
H 1.1683 -2.6469 -0.0290
H 1.8467 -1.0086 0.1973
H -0.7255 -1.6565 -1.4422
H -1.5700 0.3892 -0.5078
H -1.8376 2.2013 0.6193
S 0.2683 1.1116 0.8633
S -0.6677 3.6412 2.1002
```

The value obtained for the HOMO-LUMO gap is 8.42 eV. Its structure (SMILES) is C/C=C\SC=S. Its energy above the lowest of the compared OMol25 structures with the same formula, charge and spin is 16.8 kcal/mol. Its multiplicity is 1. As for the energy: -25914.565 eV.

How is the electron density shared among the atoms? According to Mulliken, the charges in e are: number 1, C, carries -0.990; number 2, C, carries -0.100; number 3, C, carries -0.211; number 4, C, carries -0.165; number 5, H, carries 0.260; number 6, H, carries 0.253; number 7, H, carries 0.338; number 8, H, carries 0.295; number 9, H, carries 0.337; number 10, H, carries 0.200; number 11, S, carries 0.004; number 12, S, carries -0.221